1.
Here is C42H98BF4O21Ti as an isolated structure from the OMol25 dataset. Energies are from the ωB97M-V functional and the def2-TZVPD basis.

Positions of all 167 atoms, in Å:
Ti 1.494 2.723 1.267
B -0.649 0.150 2.230
F -1.400 0.546 1.151
F 0.005 -1.152 2.014
F 0.554 1.074 2.399
F -1.348 0.295 3.416
C 0.223 -4.114 -1.133
O 0.178 -5.535 -1.092
C 1.440 -6.070 -1.400
C 1.355 -7.574 -1.704
O 1.058 -8.332 -0.557
C -0.294 -8.424 -0.174
C -0.374 -8.374 1.414
O -0.269 -9.762 1.807
C -0.101 -9.773 3.210
H 0.292 -3.746 -2.149
H 1.038 -3.699 -0.566
H -0.740 -3.817 -0.774
H 2.112 -6.058 -0.523
H 1.884 -5.559 -2.209
H 2.327 -7.909 -2.050
H 0.545 -7.681 -2.456
H -0.759 -9.389 -0.389
H -0.825 -7.674 -0.819
H -1.354 -7.865 1.644
H 0.466 -7.795 1.693
H 0.891 -9.355 3.462
H -0.240 -10.831 3.476
H -0.940 -9.258 3.748
C -4.368 -3.908 -4.458
O -3.643 -2.757 -3.956
C -2.703 -2.960 -2.921
C -3.176 -2.278 -1.652
O -2.544 -0.953 -1.524
C -3.522 0.090 -1.673
C -4.083 0.379 -3.014
O -3.230 1.045 -3.936
C -2.119 0.257 -4.214
H -5.187 -4.244 -3.740
H -3.772 -4.775 -4.729
H -4.986 -3.605 -5.292
H -1.737 -2.567 -3.249
H -2.616 -4.022 -2.732
H -2.843 -2.930 -0.746
H -4.246 -2.288 -1.479
H -2.895 0.998 -1.430
H -4.306 -0.053 -0.922
H -4.973 1.019 -2.907
H -4.440 -0.400 -3.648
H -1.573 0.759 -4.969
H -2.570 -0.663 -4.712
H -1.449 -0.017 -3.381
C 4.014 4.713 0.167
O 2.846 4.657 0.971
C 2.727 5.528 2.082
C 1.340 5.382 2.618
O 1.206 4.051 2.967
C 0.215 3.659 3.961
C -1.228 4.125 3.678
O -1.413 5.512 4.064
C -2.718 5.942 4.335
H 4.163 3.760 -0.327
H 4.920 4.884 0.789
H 4.050 5.615 -0.476
H 2.920 6.517 1.821
H 3.541 5.176 2.741
H 0.622 5.697 1.839
H 1.107 5.968 3.492
H 0.487 4.048 4.947
H 0.113 2.601 3.970
H -1.848 3.514 4.332
H -1.587 3.906 2.673
H -3.183 5.354 5.051
H -3.345 5.969 3.406
H -2.704 6.958 4.769
C -0.478 2.346 -1.390
O 0.623 1.859 -0.659
C 1.528 0.985 -1.486
C 2.361 0.145 -0.535
O 2.932 1.122 0.408
C 3.801 0.554 1.380
C 4.228 1.737 2.234
O 3.114 2.154 3.096
C 2.842 1.216 4.130
H -0.753 3.275 -0.833
H -1.269 1.606 -1.290
H -0.145 2.452 -2.404
H 2.114 1.667 -2.128
H 0.918 0.316 -2.109
H 3.250 -0.402 -1.044
H 1.797 -0.516 0.002
H 4.721 0.060 0.979
H 3.243 -0.251 1.952
H 4.422 2.591 1.597
H 5.123 1.544 2.849
H 2.347 0.289 3.715
H 2.234 1.690 4.840
H 3.789 0.912 4.659
C -4.161 2.251 2.981
O -4.862 3.081 2.064
C -4.679 2.592 0.793
C -5.149 3.679 -0.104
O -5.197 3.207 -1.430
C -5.249 4.220 -2.415
C -5.394 3.697 -3.846
O -6.763 3.526 -4.198
C -7.235 2.216 -4.126
H -4.024 2.796 3.928
H -3.185 1.979 2.482
H -4.725 1.425 3.352
H -5.200 1.638 0.674
H -3.615 2.439 0.692
H -4.423 4.493 0.069
H -6.157 4.170 0.152
H -4.355 4.882 -2.351
H -6.137 4.877 -2.308
H -4.755 2.846 -3.965
H -5.042 4.473 -4.541
H -6.679 1.408 -4.542
H -8.293 2.216 -4.494
H -7.320 1.837 -3.069
C 3.335 -3.495 2.041
O 3.865 -4.716 2.549
C 4.992 -4.651 3.386
C 4.738 -4.202 4.824
O 4.402 -2.859 4.936
C 3.717 -2.578 6.155
C 2.190 -2.686 6.181
O 1.551 -1.494 5.731
C 0.279 -1.735 5.173
H 2.672 -3.015 2.773
H 2.771 -3.789 1.218
H 4.158 -2.823 1.868
H 5.707 -3.881 3.022
H 5.518 -5.584 3.588
H 5.633 -4.488 5.427
H 3.877 -4.876 5.156
H 3.818 -1.507 6.359
H 4.203 -3.061 7.055
H 1.878 -2.921 7.231
H 1.912 -3.516 5.526
H 0.322 -2.521 4.367
H -0.178 -0.885 4.733
H -0.447 -2.017 5.997
C -1.670 3.967 -4.385
O -0.543 3.200 -4.720
C 0.458 3.998 -5.182
C 1.528 3.167 -5.916
O 2.481 2.681 -4.971
C 3.580 1.981 -5.586
C 4.315 1.203 -4.550
O 4.950 2.141 -3.640
C 5.665 1.511 -2.670
H -2.119 4.374 -5.307
H -1.377 4.849 -3.718
H -2.352 3.376 -3.760
H 0.953 4.529 -4.366
H 0.063 4.770 -5.854
H 2.169 3.872 -6.542
H 1.066 2.409 -6.545
H 4.261 2.625 -6.187
H 3.210 1.254 -6.307
H 5.090 0.638 -5.122
H 3.653 0.520 -3.988
H 5.863 2.284 -1.905
H 6.687 1.277 -3.075
H 5.178 0.663 -2.284

Lowest unoccupied orbital energy (spin up / spin down) = 0.30 / 0.28 eV
Net charge = 0
Multiplicity = 4
E_tot = -122792.4721 eV
Kohn-Sham gap (spin up / spin down) = 0.14484 / 0.34174 Ha
HOMO level (spin up / spin down) = -3.64 / -9.02 eV

=====

2.
Here is a 14-piece molecular cluster, C42H98N14O14 overall from the OMol25 dataset. Energies are from the ωB97M-V functional and the def2-TZVPD basis.

Positions of all 168 atoms, in Å:
C 0.896 -1.626 -9.263
C 1.283 -1.617 -7.773
O 2.084 -2.461 -7.349
N 0.869 -0.632 -6.979
C 1.285 -0.387 -5.576
H 0.415 -2.579 -9.481
H 1.631 -1.374 -10.028
H 0.033 -0.960 -9.277
H 0.290 0.133 -7.295
H 1.131 0.655 -5.296
H 2.344 -0.637 -5.510
H 0.696 -1.128 -5.034
C -2.607 0.366 6.479
C -2.558 -0.511 5.347
O -3.058 -1.632 5.255
N -2.035 0.017 4.234
C -2.074 -0.566 2.978
H -3.624 0.545 6.826
H -2.261 1.365 6.213
H -2.091 0.020 7.375
H -1.653 0.951 4.290
H -0.989 -0.644 2.923
H -2.452 0.069 2.177
H -2.554 -1.530 2.812
C -0.367 -2.156 -0.300
C -0.103 -1.236 -1.497
O -0.380 -1.678 -2.626
N 0.453 -0.019 -1.245
C 1.070 0.456 0.002
H -1.437 -2.239 -0.108
H 0.217 -1.968 0.601
H -0.096 -3.122 -0.725
H 0.612 0.463 -2.118
H 1.785 -0.222 0.468
H 0.341 0.662 0.786
H 1.578 1.409 -0.144
C 2.566 3.327 -4.826
C 2.587 2.945 -3.353
O 1.655 2.347 -2.812
N 3.737 3.239 -2.790
C 4.149 2.659 -1.498
H 2.726 4.398 -4.949
H 1.569 3.135 -5.223
H 3.271 2.716 -5.390
H 4.273 3.932 -3.292
H 3.896 1.601 -1.420
H 3.670 3.257 -0.723
H 5.225 2.810 -1.419
C 3.560 2.915 4.459
C 3.877 2.374 2.988
O 3.066 1.905 2.175
N 5.224 2.194 2.947
C 5.851 1.204 2.055
H 2.779 2.432 5.046
H 3.347 3.981 4.378
H 4.422 2.903 5.126
H 5.844 2.682 3.577
H 5.704 1.553 1.033
H 5.453 0.193 2.151
H 6.925 1.091 2.202
C -0.842 8.079 0.784
C 0.421 7.281 0.424
O 1.438 7.877 0.019
N 0.359 5.974 0.616
C 1.426 5.084 0.297
H -0.706 8.299 1.843
H -1.745 7.526 0.528
H -0.785 9.048 0.288
H -0.587 5.648 0.754
H 2.401 5.320 0.723
H 1.605 4.968 -0.772
H 1.228 4.123 0.773
C 1.480 -7.243 4.263
C 1.154 -6.481 3.016
O 1.537 -5.304 2.998
N 0.472 -7.111 2.074
C 0.382 -6.492 0.736
H 0.717 -7.526 4.987
H 2.288 -6.656 4.700
H 1.923 -8.213 4.035
H 0.049 -7.980 2.365
H 0.207 -7.219 -0.057
H 1.377 -6.145 0.456
H -0.385 -5.718 0.705
C -3.879 -0.328 -0.638
C -4.899 -0.317 0.526
O -5.623 0.658 0.751
N -5.002 -1.333 1.399
C -5.781 -1.360 2.708
H -4.471 -0.603 -1.511
H -3.167 -1.148 -0.547
H -3.374 0.633 -0.734
H -4.555 -2.168 1.048
H -5.232 -0.828 3.485
H -6.084 -2.341 3.073
H -6.722 -0.811 2.747
C -3.363 -5.614 -0.242
C -3.443 -4.692 0.922
O -3.533 -3.480 0.662
N -3.244 -5.149 2.111
C -3.221 -4.378 3.341
H -2.492 -5.469 -0.880
H -4.296 -5.650 -0.804
H -3.172 -6.628 0.109
H -3.176 -6.126 2.357
H -2.370 -3.708 3.459
H -3.243 -5.130 4.130
H -4.097 -3.731 3.299
C -4.077 4.206 1.570
C -2.981 4.314 0.505
O -2.825 5.350 -0.168
N -2.320 3.201 0.327
C -1.341 3.004 -0.741
H -3.712 4.730 2.453
H -4.170 3.191 1.954
H -5.024 4.674 1.301
H -2.737 2.406 0.790
H -0.305 2.927 -0.409
H -1.184 3.832 -1.433
H -1.630 2.156 -1.362
C -1.474 2.019 -4.725
C -1.589 2.543 -6.178
O -1.584 3.727 -6.336
N -1.719 1.654 -7.178
C -1.847 2.002 -8.615
H -0.456 1.701 -4.501
H -2.157 1.191 -4.529
H -1.669 2.799 -3.989
H -2.092 0.759 -6.895
H -2.737 1.793 -9.209
H -1.176 1.428 -9.254
H -1.692 3.070 -8.768
C 1.090 -1.393 5.110
C 2.339 -1.752 4.376
O 3.431 -1.732 4.988
N 2.343 -2.038 3.070
C 3.433 -2.384 2.168
H 1.150 -0.330 5.344
H 0.649 -1.928 5.951
H 0.325 -1.398 4.334
H 1.436 -1.929 2.639
H 3.338 -3.410 1.813
H 4.330 -2.413 2.787
H 3.587 -1.669 1.359
C 0.546 4.418 6.413
C 0.069 3.415 5.393
O 0.165 2.226 5.704
N -0.333 3.794 4.175
C -0.685 2.826 3.154
H 0.148 5.430 6.336
H 1.631 4.413 6.514
H 0.164 4.055 7.367
H -0.297 4.775 3.939
H -0.145 1.887 3.275
H -0.421 3.369 2.246
H -1.733 2.618 2.941
C 0.183 -4.855 -4.383
C 1.700 -4.725 -3.937
O 2.122 -4.768 -2.727
N 2.528 -4.463 -4.942
C 3.947 -4.468 -4.900
H -0.413 -4.140 -3.817
H -0.280 -5.841 -4.432
H 0.037 -4.371 -5.349
H 2.124 -3.922 -5.694
H 4.373 -3.528 -4.547
H 4.202 -4.646 -5.945
H 4.390 -5.222 -4.250

Energy above the lowest of the compared OMol25 structures with the same formula, charge and spin = 534.5 kJ/mol
Lowest unoccupied orbital energy = 0.29 eV
Net charge = 0
Multiplicity = 1
E_tot = -94672.2902 eV
Kohn-Sham gap = 0.33419 Ha
HOMO level = -8.81 eV